Arrangement 1

The following is a DFT calculation (the ωB97M-V functional and the def2-TZVPD basis) of a cluster of 13 separate species, H26O13 in total.

- Gap between HOMO and LUMO: 8.16 eV

Last column: Mulliken charge in e.
Cartesian coordinates (Å):
H: 0.76 0.59 -0.56  0.283
H: -0.13 0.37 0.66  0.296
H: 4.37 1.80 0.61  0.316
H: 4.33 3.24 1.11  0.316
H: 3.76 -2.94 -0.53  0.259
H: 2.60 -3.54 -1.32  0.305
H: -1.80 -2.19 0.80  0.365
H: -2.63 -3.43 1.08  0.272
H: -1.36 4.32 1.08  0.302
H: -2.67 3.54 0.98  0.334
H: 0.63 5.19 -2.66  0.321
H: 1.81 4.40 -2.11  0.302
H: -0.26 -3.00 2.89  0.244
H: -0.74 -1.83 2.05  0.224
H: -1.51 1.39 1.14  0.259
H: -1.04 2.14 2.38  0.288
H: -1.37 -0.19 3.71  0.270
H: -1.76 -0.98 4.95  0.301
H: 0.02 -4.05 -0.73  0.208
H: 0.35 -3.88 0.74  0.265
H: 2.50 -2.02 -3.94  0.295
H: 1.25 -2.49 -3.21  0.320
H: -3.85 1.19 0.68  0.298
H: -4.98 1.28 -0.33  0.311
H: 0.56 1.26 -4.24  0.316
H: 1.11 -0.03 -4.82  0.311
O: 0.39 -0.10 0.00  -0.560
O: 4.84 2.42 1.19  -0.632
O: 2.80 -2.92 -0.61  -0.537
O: -2.23 -2.93 0.36  -0.593
O: -2.06 4.07 0.45  -0.623
O: 1.51 5.30 -2.28  -0.623
O: -0.73 -2.80 2.08  -0.588
O: -1.68 1.48 2.09  -0.571
O: -2.08 -0.30 4.36  -0.575
O: -0.15 -3.47 0.03  -0.428
O: 2.11 -2.79 -3.52  -0.609
O: -4.02 1.16 -0.27  -0.613
O: 1.37 0.75 -4.32  -0.629

***

Arrangement 2

The following is a DFT calculation (the ωB97M-V functional and the def2-TZVPD basis) of a cluster of 13 separate species, H26O13 in total.

- Gap between HOMO and LUMO: 10.36 eV

Last column: Mulliken charge in e.
Cartesian coordinates (Å):
H: -1.30 -0.18 -1.02  0.255
H: 0.19 0.09 -0.87  0.310
H: -3.71 -0.43 0.36  0.309
H: -4.68 0.63 0.86  0.324
H: -1.48 -1.72 3.50  0.319
H: -2.32 -1.90 4.75  0.313
H: -3.53 -4.75 -1.78  0.299
H: -2.04 -4.63 -2.01  0.301
H: 3.60 -2.88 0.40  0.301
H: 2.16 -3.04 0.85  0.274
H: 4.74 2.55 -1.05  0.276
H: 3.32 2.34 -1.53  0.258
H: -0.86 -1.55 -2.08  0.282
H: -1.35 -2.09 -0.75  0.322
H: 3.27 -0.18 3.47  0.327
H: 2.81 0.16 2.06  0.300
H: 1.30 -1.60 -2.82  0.280
H: 2.22 -2.20 -1.77  0.269
H: -3.78 2.29 -0.96  0.334
H: -2.54 3.02 -0.49  0.296
H: 4.09 -0.15 1.04  0.186
H: 5.11 -0.06 -0.09  0.234
H: -1.02 3.40 -1.70  0.292
H: -0.07 3.34 -2.88  0.296
H: -0.88 3.86 1.83  0.320
H: -2.30 4.41 1.90  0.319
O: -0.62 0.00 -0.36  -0.682
O: -4.56 -0.02 0.15  -0.639
O: -2.39 -1.77 3.80  -0.630
O: -2.73 -4.38 -1.39  -0.595
O: 2.89 -2.41 0.84  -0.528
O: 3.95 2.04 -0.87  -0.538
O: -0.78 -2.30 -1.49  -0.533
O: 2.54 0.22 2.98  -0.638
O: 1.82 -1.37 -2.04  -0.520
O: -3.20 3.02 -1.19  -0.621
O: 4.23 0.25 0.17  -0.451
O: -0.48 3.96 -2.27  -0.591
O: -1.61 4.02 2.45  -0.635

***

Arrangement 3

The following is a DFT calculation (the ωB97M-V functional and the def2-TZVPD basis) of a cluster of 13 separate species, H26O13 in total.

- Gap between HOMO and LUMO: 8.55 eV

Last column: Mulliken charge in e.
Cartesian coordinates (Å):
H: -0.40 0.13 0.08  0.295
H: 0.40 0.94 -0.92  0.108
H: -3.00 -2.15 1.91  0.344
H: -4.01 -2.35 3.03  0.314
H: -2.70 3.82 -1.69  0.299
H: -2.23 2.46 -2.19  0.301
H: 2.21 3.27 -0.56  0.332
H: 0.70 3.32 -0.71  0.305
H: -3.30 -0.04 1.36  0.264
H: -3.60 0.30 2.81  0.210
H: -3.36 0.34 -1.84  0.272
H: -2.50 0.24 -3.09  0.243
H: 3.23 -3.07 -1.19  0.280
H: 3.98 -1.84 -0.73  0.287
H: 4.39 0.26 2.76  0.345
H: 3.45 -0.15 1.63  0.312
H: 1.85 -2.10 -2.41  0.298
H: 0.37 -1.91 -2.66  0.263
H: -1.33 -2.14 -1.83  0.210
H: -2.41 -1.56 -0.93  0.256
H: 4.15 2.19 0.85  0.295
H: 4.90 0.95 1.30  0.413
H: 1.14 -2.09 0.12  0.247
H: 0.30 -3.35 0.00  0.253
H: -2.24 2.69 2.64  0.280
H: -1.25 2.74 1.48  0.273
O: -0.04 0.09 -0.81  -0.373
O: -3.07 -2.23 2.87  -0.647
O: -2.46 2.94 -1.38  -0.589
O: 1.49 3.82 -0.91  -0.623
O: -3.40 -0.44 2.23  -0.502
O: -2.62 -0.15 -2.21  -0.507
O: 3.25 -2.42 -0.48  -0.564
O: 4.17 -0.48 2.18  -0.695
O: 1.22 -1.45 -2.73  -0.585
O: -1.46 -1.72 -0.97  -0.461
O: 4.90 1.91 1.38  -0.674
O: 1.04 -2.89 -0.41  -0.533
O: -1.76 2.12 2.02  -0.547

***

Pick arrangement 2: it beats the second-best structure by 60.9 kJ/mol.

***

Arrangement 1

The following is a DFT calculation (the ωB97M-V functional and the def2-TZVPD basis) of an isolated molecule of C5H7N.

- Gap between HOMO and LUMO: 9.16 eV
- SMILES string: Cc1ccc[nH]1

Last column: Mulliken charge in e.
Cartesian coordinates (Å):
C: -0.45 -1.59 -0.12  -0.718
C: 0.72 -1.34 0.54  -0.294
N: 0.91 0.02 0.56  -0.143
C: -0.21 0.65 0.03  0.261
C: -1.02 -0.35 -0.46  -0.265
C: -0.10 2.01 -0.60  -1.109
H: -0.61 -2.59 -0.48  0.353
H: 1.55 -1.98 0.81  0.384
H: 1.41 0.49 1.31  0.263
H: -1.96 -0.15 -0.95  0.396
H: -0.36 2.90 0.00  0.272
H: -0.67 2.07 -1.52  0.298
H: 0.95 2.21 -0.84  0.301

***

Arrangement 2

The following is a DFT calculation (the ωB97M-V functional and the def2-TZVPD basis) of an isolated molecule of C5H7N.

- Gap between HOMO and LUMO: 9.07 eV
- SMILES string: Cn1cccc1

Last column: Mulliken charge in e.
Cartesian coordinates (Å):
C: 1.74 0.87 0.48  -0.766
N: 0.42 0.28 0.02  0.122
C: -0.60 0.37 -1.20  -0.491
C: -1.61 -0.50 -0.97  -0.102
C: -1.35 -1.12 0.31  -0.733
C: -0.16 -0.66 0.84  -0.156
H: 1.63 1.87 0.92  0.266
H: 2.43 0.93 -0.36  0.316
H: 2.25 0.26 1.27  0.273
H: -0.79 1.16 -1.96  0.310
H: -2.23 -0.60 -1.90  0.314
H: -1.99 -1.85 0.77  0.366
H: 0.30 -0.99 1.79  0.280

***

Arrangement 3

The following is a DFT calculation (the ωB97M-V functional and the def2-TZVPD basis) of an isolated molecule of C5H7N.

- Gap between HOMO and LUMO: 11.43 eV
- SMILES string: C[C@H]1C[C@H]1C#N

Last column: Mulliken charge in e.
Cartesian coordinates (Å):
C: 0.35 -1.04 1.13  -1.355
C: -0.61 -0.51 0.10  0.218
C: -0.83 0.97 -0.02  -0.723
C: -0.08 0.21 -1.10  0.016
C: 1.30 0.58 -1.21  0.073
N: 2.17 1.34 -1.22  -0.482
H: 0.84 -1.95 0.77  0.313
H: -0.18 -1.26 2.06  0.358
H: 1.13 -0.30 1.36  0.330
H: -1.47 -1.14 -0.12  0.367
H: -0.25 1.62 0.63  0.263
H: -1.80 1.36 -0.30  0.250
H: -0.56 0.12 -2.07  0.373

***

Pick arrangement 1: it beats the second-best structure by 61.7 kJ/mol.

***

Arrangement 1

The following is a DFT calculation (the ωB97M-V functional and the def2-TZVPD basis) of a cluster of 2 separate species, C5H7N in total.

- Gap between HOMO and LUMO (spin up / spin down): 8.01 / 8.05 eV

Last column: Mulliken charge in e.
Cartesian coordinates (Å):
C: -1.24 -0.70 -1.08  -0.718
C: -0.30 -1.69 -0.26  -0.568
C: 0.87 0.86 -0.67  -0.310
C: 0.07 0.95 0.53  -0.451
C: -0.11 -0.25 -0.39  0.694
N: -2.38 0.89 0.70  -0.387
H: -0.69 -2.08 0.61  0.302
H: 0.35 -2.46 -0.91  0.187
H: 0.74 1.48 -1.53  0.246
H: 1.95 0.60 -0.57  0.200
H: 0.36 0.67 1.56  0.260
H: -0.84 1.63 0.55  0.232
H: -2.55 0.98 -0.32  0.313

***

Arrangement 2

The following is a DFT calculation (the ωB97M-V functional and the def2-TZVPD basis) of an isolated molecule of C5H7N.

- Gap between HOMO and LUMO: 10.57 eV
- SMILES string: [H]/N=C(\C#C)CC

Last column: Mulliken charge in e.
Cartesian coordinates (Å):
C: 0.69 -0.08 -1.45  -1.081
C: 0.20 -0.07 0.74  0.098
C: 0.33 -1.11 -0.29  -0.529
N: 1.29 0.34 1.27  -0.650
C: -1.10 0.50 0.94  -0.453
C: -2.16 1.01 1.17  0.356
H: 0.70 1.03 -1.26  0.319
H: -0.04 -0.21 -2.25  0.350
H: 1.70 -0.33 -1.73  0.284
H: 1.02 -1.87 0.15  0.305
H: -0.53 -1.68 -0.64  0.298
H: 1.08 0.98 2.03  0.267
H: -3.10 1.47 1.33  0.435

***

Arrangement 3

The following is a DFT calculation (the ωB97M-V functional and the def2-TZVPD basis) of an isolated molecule of C5H7N.

- Gap between HOMO and LUMO: 8.91 eV
- SMILES string: Cc1cc[nH]c1

Last column: Mulliken charge in e.
Cartesian coordinates (Å):
C: 1.73 0.01 0.18  -1.184
C: 0.48 0.09 -0.67  0.666
C: -0.34 -1.02 -0.72  -0.649
N: -1.54 -0.68 -0.17  -0.016
C: -1.53 0.65 0.18  -0.392
C: -0.34 1.17 -0.24  -0.635
H: 1.29 -0.08 1.19  0.329
H: 2.34 -0.88 0.03  0.306
H: 2.33 0.92 0.20  0.281
H: -0.10 -2.05 -0.96  0.425
H: -2.32 -1.31 -0.05  0.191
H: -2.03 1.00 1.06  0.304
H: 0.02 2.18 -0.04  0.373

***

Pick arrangement 3: it beats the second-best structure by 133.3 kJ/mol.

***

Arrangement 1

The following is a DFT calculation (the ωB97M-V functional and the def2-TZVPD basis) of an isolated molecule of C5H7N.

- Gap between HOMO and LUMO: 8.57 eV
- SMILES string: C=C1CC=CN1

Last column: Mulliken charge in e.
Cartesian coordinates (Å):
C: -0.31 -2.00 -0.29  -0.987
C: -0.13 -0.71 -0.03  0.286
C: 0.63 0.29 -0.88  -0.422
C: 0.73 1.52 -0.01  -0.519
C: -0.16 1.36 0.97  -0.314
N: -0.78 0.10 0.91  -0.140
H: -1.12 -2.57 0.17  0.267
H: -0.16 0.43 -1.64  0.178
H: 0.26 -2.47 -1.08  0.262
H: 1.53 -0.05 -1.40  0.406
H: 1.34 2.39 -0.19  0.377
H: -0.48 2.07 1.73  0.374
H: -1.33 -0.28 1.66  0.233

***

Arrangement 2

The following is a DFT calculation (the ωB97M-V functional and the def2-TZVPD basis) of a structure of composition C5H7N.

- Gap between HOMO and LUMO: 10.73 eV

Last column: Mulliken charge in e.
Cartesian coordinates (Å):
C: 0.48 0.16 -1.86  -0.767
C: 0.93 0.54 -0.67  -0.166
C: 0.20 0.40 0.63  0.102
C: -1.31 0.02 0.66  -0.542
N: -0.96 -1.28 1.31  -0.522
C: 0.28 -0.96 1.29  -0.093
H: -0.52 -0.25 -2.00  0.188
H: 1.10 0.22 -2.75  0.256
H: 1.95 0.93 -0.60  0.321
H: 0.45 1.23 1.31  0.365
H: -1.93 0.64 1.31  0.261
H: -1.80 -0.10 -0.31  0.233
H: 1.12 -1.56 1.66  0.364

***

Pick arrangement 1: it beats the second-best structure by 95.6 kJ/mol.

***

Arrangement 1

The following is a DFT calculation (the ωB97M-V functional and the def2-TZVPD basis) of a cluster of 2 separate species, C2H7N3 in total.

- Gap between HOMO and LUMO: 7.78 eV

Last column: Mulliken charge in e.
Cartesian coordinates (Å):
C: 1.35 1.11 0.02  -0.275
C: 0.82 -1.19 -0.06  -0.989
N: -2.13 0.41 0.04  0.018
N: -3.09 -0.25 0.47  -0.555
N: 0.49 0.17 -0.03  -0.323
H: 0.97 2.08 0.23  0.279
H: 2.43 0.91 -0.02  0.233
H: -1.14 0.14 -0.16  0.399
H: 1.84 -1.45 0.06  0.396
H: 0.29 -1.60 0.79  0.329
H: 0.45 -1.78 -0.99  0.250
H: -2.28 1.43 -0.35  0.240

***

Arrangement 2

The following is a DFT calculation (the ωB97M-V functional and the def2-TZVPD basis) of an isolated molecule of C2H7N3.

- Gap between HOMO and LUMO: 9.89 eV
- SMILES string: [H]/N=N/N(C)C

Last column: Mulliken charge in e.
Cartesian coordinates (Å):
C: -0.26 1.28 0.32  -0.786
C: -1.07 -1.08 0.06  -0.592
N: 2.22 0.14 -0.49  -0.611
N: 1.20 -0.60 -0.39  -0.182
N: -0.03 -0.14 0.21  0.280
H: -1.16 1.25 0.89  0.361
H: 0.48 1.83 0.98  0.266
H: -0.38 1.77 -0.68  0.272
H: -1.19 -1.23 -1.02  0.266
H: -0.80 -2.11 0.39  0.225
H: -2.00 -0.58 0.56  0.228
H: 2.98 -0.52 -0.82  0.273

***

Arrangement 3

The following is a DFT calculation (the ωB97M-V functional and the def2-TZVPD basis) of an isolated molecule of C2H7N3.

- Gap between HOMO and LUMO: 9.78 eV
- SMILES string: C/C=N\NN

Last column: Mulliken charge in e.
Cartesian coordinates (Å):
C: -1.32 -0.21 0.71  -1.052
N: 1.23 0.74 -0.80  -0.309
N: 1.75 -0.77 -0.07  -0.644
C: -1.11 0.67 -0.49  0.166
N: -0.01 0.98 -1.04  -0.219
H: 1.67 0.11 -1.52  0.339
H: 1.20 -0.89 0.79  0.223
H: 2.68 -0.53 0.25  0.252
H: -1.97 1.19 -0.89  0.368
H: -0.72 0.14 1.55  0.285
H: -1.02 -1.24 0.51  0.296
H: -2.37 -0.19 1.00  0.294

***

Pick arrangement 2: it beats the second-best structure by 95.7 kJ/mol.

***

Arrangement 1

The following is a DFT calculation (the ωB97M-V functional and the def2-TZVPD basis) of an isolated molecule of C4H9NO2S.

- Gap between HOMO and LUMO (spin up / spin down): 7.49 / 7.49 eV
- SMILES string: CC=[S@@](=O)(O)/C=N/C

Last column: Mulliken charge in e.
Cartesian coordinates (Å):
C: 2.33 -0.45 0.57  -0.371
C: -1.26 0.69 0.10  0.012
C: 3.42 0.46 0.10  -0.815
C: -3.57 -0.13 -0.12  -0.837
N: -2.17 -0.13 0.11  -0.324
O: 0.12 -1.51 0.27  -0.480
O: 0.61 0.24 -1.46  -0.579
S: 0.60 0.00 -0.06  0.813
H: 2.30 -0.72 1.69  0.257
H: -1.33 1.74 -0.38  0.272
H: 3.15 0.81 -0.96  0.309
H: 4.40 -0.21 0.01  0.271
H: 3.87 1.12 0.91  0.247
H: -3.91 0.89 -0.26  0.308
H: -3.84 -0.38 -1.15  0.311
H: -4.03 -0.68 0.73  0.278
H: -0.70 -1.71 -0.10  0.329

***

Arrangement 2

The following is a DFT calculation (the ωB97M-V functional and the def2-TZVPD basis) of a cluster of 2 separate species, C4H9NO2S in total.

- Gap between HOMO and LUMO: 10.02 eV

Last column: Mulliken charge in e.
Cartesian coordinates (Å):
C: -0.69 -1.59 0.19  0.277
C: 1.16 -1.35 -1.64  -0.879
C: -1.67 1.49 0.47  -0.929
C: 0.54 -1.96 -0.40  -0.365
N: -1.56 -1.18 0.78  -0.561
O: 0.07 2.96 1.83  -0.495
O: 1.04 1.01 0.50  -0.613
S: -0.10 1.34 1.45  0.602
H: 1.36 -0.32 -1.36  0.245
H: 0.76 -1.43 -2.69  0.301
H: 2.07 -1.88 -1.70  0.302
H: -1.49 1.46 -0.64  0.222
H: -2.31 0.71 0.80  0.431
H: -2.00 2.41 0.78  0.438
H: 0.45 -3.00 -0.50  0.449
H: 1.29 -1.79 0.37  0.227
H: 1.09 3.12 1.77  0.346

***

Arrangement 3

The following is a DFT calculation (the ωB97M-V functional and the def2-TZVPD basis) of an isolated molecule of C4H9NO2S.

- Gap between HOMO and LUMO: 9.72 eV
- SMILES string: O=C(CCS)NCO

Last column: Mulliken charge in e.
Cartesian coordinates (Å):
O: 1.73 1.13 -0.85  -0.632
C: 0.98 0.50 -0.14  0.434
N: 1.43 -0.38 0.80  -0.139
C: 0.67 -0.80 1.96  -0.289
O: 1.19 -2.04 2.46  -0.544
C: -0.52 0.67 -0.31  -0.545
C: -0.86 0.88 -1.80  -0.495
S: -2.22 -0.23 -2.28  -0.286
H: 2.42 -0.45 0.92  0.258
H: -0.36 -0.94 1.66  0.253
H: 0.80 -0.11 2.77  0.260
H: 0.74 -2.77 1.99  0.319
H: -0.78 1.53 0.27  0.270
H: -1.10 -0.18 0.04  0.294
H: -1.20 1.90 -1.93  0.351
H: -0.02 0.74 -2.46  0.369
H: -2.91 0.56 -3.11  0.124

***

Pick arrangement 3: it beats the second-best structure by 187.4 kJ/mol.

***

Arrangement 1

The following is a DFT calculation (the ωB97M-V functional and the def2-TZVPD basis) of the ion H2NO2S with charge -1.

- Gap between HOMO and LUMO: 7.29 eV
- SMILES string: ONO[S-]
- Total charge: -1

Last column: Mulliken charge in e.
Cartesian coordinates (Å):
N: -0.65 0.62 -0.08  -0.119
O: -0.60 -0.31 1.03  -0.388
O: -0.81 -0.03 -1.23  -0.386
S: 0.96 -0.84 -1.82  -0.612
H: 0.28 1.08 -0.08  0.225
H: -0.20 -1.11 0.65  0.280

***

Arrangement 2

The following is a DFT calculation (the ωB97M-V functional and the def2-TZVPD basis) of a cluster of 2 separate species, H2NO2S in total.

- Gap between HOMO and LUMO (spin up / spin down): 8.19 / 7.06 eV
- Total charge: -1

Last column: Mulliken charge in e.
Cartesian coordinates (Å):
N: 0.36 0.65 1.00  -0.570
O: -1.48 0.72 -0.80  -0.404
O: -0.64 -1.45 0.19  -0.531
S: -0.39 -0.03 -0.17  0.344
H: 0.83 0.08 1.66  0.237
H: 1.32 0.04 -1.88  -0.075

***

Pick arrangement 2: it beats the second-best structure by 35.4 kJ/mol.

***

Arrangement 1

The following is a DFT calculation (the ωB97M-V functional and the def2-TZVPD basis) of the ion H2NO2S with charge -1.

- Gap between HOMO and LUMO: 7.45 eV
- SMILES string: N=[S@H](=O)[O-]
- Total charge: -1

Last column: Mulliken charge in e.
Cartesian coordinates (Å):
N: -0.48 1.15 -0.91  -0.580
O: 2.26 0.94 0.26  -0.572
O: 1.61 -1.10 -0.82  -0.565
S: 1.19 0.05 -0.06  0.540
H: -0.04 1.94 -0.47  0.106
H: 0.86 -0.40 1.24  0.071

***

Arrangement 2

The following is a DFT calculation (the ωB97M-V functional and the def2-TZVPD basis) of a cluster of 2 separate species, H2NO2S in total.

- Gap between HOMO and LUMO (spin up / spin down): 9.80 / 4.55 eV
- Total charge: -1

Last column: Mulliken charge in e.
Cartesian coordinates (Å):
N: 2.09 0.40 0.26  -0.545
O: -2.35 1.03 -0.77  -0.539
O: -2.03 -1.14 0.36  -0.531
S: -1.38 -0.04 -0.41  0.287
H: 2.08 -0.17 1.05  0.160
H: 1.59 -0.08 -0.48  0.168

***

Pick arrangement 2: it beats the second-best structure by 109.2 kJ/mol.